Density functional theory data (ωB97M-V/def2-TZVPD) for a molecular structure, C42H105IN8O9SSi2.

Computed properties:
Gap between HOMO and LUMO, eV: 8.397
Total charge: 0
Largest force on an atom, eV Å⁻¹: 0.8
LUMO energy, eV: 0.35

Geometry as XYZ:
```
168
Properties=species:S:1:pos:R:3:forces:R:3:lowdin_charge:R:1
C 7.466 -0.055 4.249 0.0 0.0 0.2 -0.17
C 6.257 -0.913 4.606 0.3 -0.1 0.1 -0.57
S 4.680 -0.236 4.065 -0.1 0.0 0.1 0.81
C 4.828 -0.486 2.276 0.1 0.0 -0.2 -0.54
Si 3.333 -1.376 1.589 0.3 0.4 0.2 0.35
C 3.408 -1.235 -0.272 -0.2 -0.1 -0.1 -0.15
C 1.782 -0.533 2.217 -0.1 0.3 0.0 -0.25
C 0.707 -0.231 1.155 -0.1 -0.3 0.2 -0.29
C -0.702 -0.146 1.741 0.0 0.2 -0.1 -0.24
C -1.778 -0.282 0.662 0.4 0.3 0.2 -0.20
C -3.209 -0.196 1.198 0.1 -0.2 -0.4 -0.17
C -3.420 -0.929 2.505 0.2 0.0 0.1 -0.17
O -2.930 -2.281 2.329 -0.5 0.2 -0.6 -0.07
C -3.397 -3.173 3.231 0.2 -0.2 -0.3 -0.57
C -4.015 -4.371 2.583 0.1 -0.5 0.1 0.02
O -3.323 -3.001 4.408 -0.2 0.2 0.7 0.13
O 3.487 -2.940 2.129 -0.7 0.2 -0.3 -0.30
Si 2.752 -4.287 1.584 0.7 -0.4 0.2 0.04
I 0.307 -4.021 1.520 -0.1 0.1 -0.1 0.64
C 3.113 -5.651 2.791 0.0 0.0 -0.3 -0.29
C 4.619 -5.940 2.910 -0.1 0.1 0.3 -0.27
C 4.973 -6.617 4.234 0.2 0.0 0.1 -0.31
N 6.383 -6.975 4.390 0.0 0.2 -0.3 -0.01
C 3.265 -4.808 -0.156 -0.1 0.0 0.1 -0.24
C 4.700 -4.627 -0.579 0.1 0.0 0.1 -0.47
C 5.067 -5.251 -1.912 -0.1 0.4 0.1 -0.04
N 5.532 -4.012 0.158 -0.1 -0.1 -0.1 0.15
H 7.302 0.977 4.563 0.0 0.0 -0.1 0.07
H 8.356 -0.424 4.766 0.0 0.0 -0.1 0.07
H 7.664 -0.079 3.177 0.0 0.1 0.0 0.06
H 6.185 -1.039 5.689 -0.1 0.1 0.0 0.07
H 6.365 -1.916 4.185 -0.1 0.0 0.0 0.07
H 4.989 0.467 1.764 0.0 0.0 0.1 0.04
H 5.709 -1.103 2.078 -0.1 0.0 0.0 0.04
H 3.299 -0.176 -0.531 0.0 0.0 0.0 0.04
H 4.352 -1.601 -0.678 -0.1 0.0 0.0 0.03
H 2.574 -1.754 -0.756 0.1 0.0 0.0 0.03
H 2.125 0.423 2.636 0.0 -0.1 0.1 0.07
H 1.339 -1.078 3.056 0.1 -0.1 -0.1 0.08
H 0.961 0.709 0.656 -0.1 -0.1 -0.2 0.11
H 0.684 -1.027 0.403 0.1 0.1 -0.1 0.06
H -0.806 -0.930 2.496 0.0 0.1 0.0 0.09
H -0.829 0.825 2.239 0.0 -0.1 0.2 0.12
H -1.629 -1.219 0.118 0.0 0.0 0.1 0.11
H -1.602 0.538 -0.043 -0.2 -0.2 -0.2 0.11
H -3.871 -0.646 0.451 -0.1 0.1 0.1 0.12
H -3.508 0.851 1.300 0.0 -0.1 0.1 0.10
H -2.897 -0.465 3.343 0.0 0.0 0.0 0.12
H -4.487 -0.984 2.740 0.1 0.1 0.1 0.13
H -4.992 -4.098 2.176 0.1 0.1 0.0 0.09
H -3.397 -4.743 1.765 0.0 0.1 0.0 0.08
H -4.146 -5.150 3.332 0.0 0.0 -0.1 0.09
H 2.700 -5.363 3.762 0.0 -0.1 0.0 0.08
H 2.575 -6.537 2.433 0.0 0.0 0.3 0.07
H 5.172 -4.995 2.870 0.1 -0.1 -0.2 0.09
H 4.952 -6.574 2.082 0.1 0.1 0.0 0.10
H 4.720 -5.922 5.041 -0.2 -0.1 0.0 0.11
H 4.382 -7.528 4.367 0.0 0.1 0.0 0.10
H 6.944 -6.158 4.162 0.0 0.0 0.1 0.06
H 6.606 -7.671 3.681 0.0 -0.1 0.2 0.03
H 2.608 -4.363 -0.911 0.1 0.0 0.0 0.07
H 3.049 -5.886 -0.192 -0.1 0.1 -0.1 0.09
H 5.610 -6.182 -1.733 0.0 0.0 -0.1 0.09
H 5.697 -4.543 -2.455 0.1 -0.2 -0.1 0.07
H 4.177 -5.448 -2.507 0.1 -0.1 0.0 0.08
H 6.453 -3.993 -0.284 0.0 0.0 0.0 0.07
C -4.826 4.093 0.703 -0.2 -0.1 0.1 -0.06
C -3.444 3.893 1.314 0.0 0.1 -0.2 -0.43
C -2.897 5.122 2.047 0.1 -0.1 0.2 -0.20
O -2.462 6.173 1.207 -0.1 0.0 -0.1 -0.19
C -3.493 7.022 0.740 0.1 0.0 0.0 -0.12
N -2.533 3.417 0.265 0.1 0.0 0.2 0.05
H -4.778 4.654 -0.231 0.1 0.0 0.0 0.07
H -5.284 3.130 0.475 0.0 0.0 0.0 0.07
H -5.491 4.622 1.390 0.0 0.0 0.0 0.08
H -3.525 3.101 2.066 0.0 0.0 0.0 0.13
H -2.014 4.816 2.614 0.0 0.0 0.0 0.12
H -3.633 5.503 2.768 0.0 0.0 0.0 0.12
H -4.269 7.156 1.501 0.0 0.0 0.0 0.09
H -3.942 6.643 -0.181 -0.1 0.0 0.0 0.07
H -3.047 7.991 0.515 0.0 0.0 0.0 0.08
H -1.642 3.168 0.686 0.0 -0.1 0.0 0.07
H -2.317 4.210 -0.333 -0.1 0.0 -0.1 0.06
C 6.368 -11.117 4.486 0.0 0.0 0.1 -0.06
C 5.186 -10.675 3.628 0.2 0.0 0.1 -0.42
C 4.519 -11.805 2.838 -0.1 0.0 0.0 -0.21
O 5.243 -12.249 1.708 0.1 0.0 0.0 -0.19
C 6.284 -13.169 1.972 0.0 0.0 -0.1 -0.11
N 5.618 -9.570 2.768 -0.1 0.0 -0.3 0.05
H 7.265 -11.266 3.885 0.0 0.0 0.0 0.07
H 6.596 -10.347 5.223 0.0 0.0 0.0 0.08
H 6.150 -12.047 5.015 0.0 0.0 0.0 0.08
H 4.420 -10.282 4.304 0.0 0.0 0.0 0.13
H 3.573 -11.428 2.441 0.0 0.0 0.0 0.12
H 4.286 -12.653 3.495 0.0 0.0 0.0 0.12
H 6.017 -13.844 2.791 0.0 0.0 0.0 0.09
H 7.224 -12.669 2.215 0.0 0.0 0.0 0.07
H 6.432 -13.756 1.067 0.0 0.0 0.0 0.09
H 4.810 -9.181 2.288 0.0 0.0 0.1 0.08
H 6.192 -9.957 2.024 0.0 0.0 0.0 0.08
C -9.946 2.712 -3.104 0.0 0.0 0.0 -0.07
C -9.298 3.675 -2.115 -0.1 -0.1 0.0 -0.44
C -7.867 3.313 -1.707 0.1 0.2 0.0 -0.21
O -7.757 2.239 -0.794 0.0 -0.1 0.0 -0.19
C -7.817 0.950 -1.368 0.0 0.0 0.1 -0.11
N -10.167 3.856 -0.954 0.1 0.1 0.1 0.05
H -10.298 1.807 -2.607 0.0 0.0 0.0 0.06
H -10.812 3.183 -3.567 0.0 0.0 0.0 0.07
H -9.252 2.422 -3.895 0.0 0.0 0.0 0.08
H -9.221 4.648 -2.609 0.0 0.0 0.0 0.11
H -7.457 4.179 -1.181 0.0 0.0 0.0 0.10
H -7.231 3.128 -2.585 -0.1 0.0 0.0 0.12
H -7.338 0.931 -2.352 0.0 0.0 0.0 0.09
H -8.844 0.589 -1.464 0.0 0.0 -0.1 0.08
H -7.279 0.273 -0.703 0.0 0.0 0.0 0.08
H -9.753 4.581 -0.370 -0.1 0.1 0.0 0.04
H -10.118 3.010 -0.393 -0.1 0.0 0.0 0.07
C -0.214 10.002 -3.800 0.0 0.1 0.0 -0.07
C -1.728 10.137 -3.674 0.1 -0.1 -0.1 -0.43
C -2.300 9.604 -2.355 -0.1 0.1 0.1 -0.21
O -2.373 8.196 -2.255 0.1 0.0 0.1 -0.20
C -1.155 7.552 -1.917 -0.2 -0.1 -0.1 -0.10
N -2.359 9.531 -4.848 -0.1 0.0 0.1 0.04
H 0.077 8.984 -4.058 0.0 0.0 0.0 0.06
H 0.151 10.652 -4.594 0.0 0.0 0.0 0.08
H 0.291 10.279 -2.873 0.0 0.0 0.0 0.08
H -1.965 11.205 -3.692 0.0 0.0 0.0 0.13
H -3.335 9.948 -2.275 0.0 0.0 0.0 0.12
H -1.750 10.015 -1.497 0.1 0.0 0.0 0.12
H -0.556 8.159 -1.232 0.0 0.0 0.0 0.10
H -0.573 7.326 -2.813 0.1 0.0 0.1 0.08
H -1.406 6.614 -1.422 0.0 0.0 0.0 0.08
H -3.354 9.732 -4.845 0.0 0.1 0.0 0.07
H -2.297 8.521 -4.756 0.1 0.0 0.0 0.07
C -7.796 7.333 -1.986 0.0 0.0 0.0 -0.05
C -8.733 7.761 -0.862 0.1 0.0 0.0 -0.42
C -8.414 9.151 -0.296 -0.1 0.1 0.0 -0.21
O -7.273 9.205 0.536 0.1 -0.1 0.0 -0.18
C -6.031 9.293 -0.136 0.0 0.1 0.1 -0.11
N -8.750 6.729 0.184 0.0 0.2 0.0 0.05
H -6.834 6.992 -1.600 0.0 0.0 0.0 0.07
H -8.231 6.506 -2.545 0.0 0.0 0.0 0.05
H -7.615 8.152 -2.684 0.0 0.0 0.0 0.08
H -9.744 7.823 -1.275 0.0 0.0 0.0 0.14
H -9.247 9.459 0.339 0.0 0.0 0.0 0.12
H -8.325 9.889 -1.105 0.0 0.0 0.0 0.12
H -6.115 9.899 -1.044 0.0 0.0 0.0 0.09
H -5.633 8.311 -0.401 0.0 0.0 -0.1 0.06
H -5.329 9.775 0.544 0.0 0.0 0.0 0.09
H -9.456 6.970 0.873 0.0 -0.1 0.0 0.08
H -7.868 6.800 0.687 0.0 -0.1 0.0 0.07
C 8.122 -2.906 -7.225 0.0 0.0 -0.1 -0.07
C 7.466 -3.994 -6.381 0.1 0.1 0.0 -0.44
C 6.080 -3.621 -5.844 -0.1 -0.1 0.0 -0.21
O 6.080 -2.711 -4.763 0.1 0.0 0.1 -0.20
C 6.229 -1.347 -5.108 0.0 0.0 0.1 -0.10
N 8.393 -4.396 -5.321 -0.1 0.0 0.1 0.04
H 8.546 -2.118 -6.603 0.0 0.0 0.0 0.07
H 8.938 -3.330 -7.809 0.0 0.0 0.0 0.08
H 7.408 -2.453 -7.916 0.0 0.0 0.0 0.08
H 7.314 -4.865 -7.026 0.0 0.0 0.0 0.14
H 5.615 -4.530 -5.451 0.0 0.0 0.0 0.12
H 5.435 -3.247 -6.651 0.1 0.0 0.0 0.12
H 5.732 -1.122 -6.056 0.0 0.0 0.0 0.09
H 7.279 -1.053 -5.176 0.0 0.0 -0.1 0.08
H 5.762 -0.762 -4.317 0.0 0.0 0.0 0.09
H 8.027 -5.209 -4.836 0.0 0.0 0.0 0.07
H 8.412 -3.660 -4.620 0.1 0.0 0.0 0.07
```
Forces are in eV/Å.